{"formula": "C23H14ClF3N2O3", "method": "ωB97M-V with the def2-TZVPD basis set", "elements": ["O", "C", "N", "C", "N", "C", "C", "C", "C", "Cl", "H", "C", "F", "F", "F", "H", "H", "C", "H", "H", "O", "C", "O", "C", "C", "C", "C", "C", "C", "C", "C", "C", "C", "C", "C", "C", "C", "H", "H", "H", "H", "H", "H", "H", "H", "H"], "coordinates": [[-1.374, -0.066, 2.251], [-0.396, -0.520, 1.706], [0.707, 0.285, 1.532], [1.976, 0.014, 1.089], [2.354, -1.240, 0.911], [3.562, -1.511, 0.460], [4.486, -0.519, 0.168], [4.133, 0.813, 0.390], [2.868, 1.087, 0.862], [2.386, 2.712, 1.184], [4.837, 1.608, 0.195], [5.862, -0.831, -0.345], [6.813, -0.501, 0.550], [6.036, -2.125, -0.626], [6.153, -0.145, -1.462], [3.788, -2.559, 0.328], [0.539, 1.259, 1.776], [-0.310, -1.979, 1.280], [-1.301, -2.417, 1.453], [0.430, -2.480, 1.912], [0.122, -2.244, -0.039], [-0.356, -1.567, -1.105], [0.049, -1.855, -2.198], [-1.334, -0.473, -0.826], [-0.926, 0.860, -0.975], [0.360, 1.214, -1.459], [0.724, 2.521, -1.577], [-0.159, 3.552, -1.190], [-1.398, 3.250, -0.716], [-1.830, 1.904, -0.604], [-3.102, 1.576, -0.142], [-3.538, 0.257, -0.077], [-4.849, -0.080, 0.347], [-5.257, -1.378, 0.392], [-4.381, -2.414, 0.008], [-3.110, -2.133, -0.395], [-2.643, -0.795, -0.439], [-2.449, -2.927, -0.713], [-4.730, -3.436, 0.034], [-6.256, -1.627, 0.715], [-5.517, 0.721, 0.627], [-3.771, 2.368, 0.162], [-2.084, 4.033, -0.425], [0.159, 4.580, -1.282], [1.695, 2.780, -1.972], [1.034, 0.429, -1.766]], "forces_ev_per_angstrom": [[-0.0577, -0.0793, 0.1280], [0.0802, -0.2402, 0.1687], [0.0733, 0.7180, 0.2846], [0.6078, 0.0753, -0.1175], [-0.3524, 0.1202, 0.3779], [0.4997, 0.2614, -0.2283], [0.0162, -0.0311, -0.0318], [-0.2583, -0.3417, 0.0679], [0.1713, -0.2622, -0.1028], [0.0853, 0.1091, 0.1325], [0.0099, 0.1068, 0.0036], [0.1419, 0.0015, 0.0637], [0.0134, 0.1056, 0.1827], [-0.1911, -0.2426, 0.0042], [-0.1137, 0.1722, -0.1480], [0.1419, -0.0526, -0.0537], [-0.1261, -0.2854, -0.0666], [-0.3858, -0.2349, 0.4073], [0.2328, 0.1759, -0.0009], [-0.1808, 0.1170, -0.0573], [-0.0558, -0.2101, -0.3826], [0.0191, -0.0698, -0.2665], [-0.0491, 0.0582, 0.1644], [-0.3017, 0.2225, -0.1995], [-0.3874, -0.1942, 0.0734], [0.2961, 0.2980, -0.2101], [0.0456, -0.5235, -0.1125], [-0.4240, 0.2085, 0.1376], [0.2681, 0.3070, -0.0958], [-0.0378, -0.3831, 0.0123], [0.0933, -0.1321, -0.0231], [0.3166, 0.0055, -0.1404], [-0.2654, -0.2372, 0.0665], [-0.1587, 0.4348, 0.0899], [0.4221, -0.1714, -0.1241], [-0.2579, -0.2411, 0.0516], [0.1826, 0.3248, -0.0747], [0.0244, -0.1145, -0.0029], [0.0098, -0.0904, -0.0243], [-0.0849, 0.0320, 0.0278], [-0.0859, 0.0623, 0.0410], [-0.0844, 0.0932, 0.0219], [-0.0512, 0.0983, 0.0278], [-0.0223, 0.0977, 0.0108], [0.0948, -0.0229, -0.0152], [0.0862, -0.0454, -0.0676]], "gap_ha": 0.26680, "mol_weight_da": 458.82, "energy_ha": -1979.95940, "smiles": "O=C(COC(=O)c1c2ccccc2cc2ccccc12)Nc1ncc(C(F)(F)F)cc1Cl", "homo_energy_ev": -7.89, "charge": 0}

{"formula": "C5H14N2", "method": "ωB97M-V with the def2-TZVPD basis set", "elements": ["C", "C", "C", "C", "C", "N", "N", "H", "H", "H", "H", "H", "H", "H", "H", "H", "H", "H", "H", "H", "H"], "coordinates": [[-3.320, 0.555, 0.458], [-1.874, 0.142, 0.153], [1.570, 0.031, -1.435], [1.923, -0.812, -0.299], [1.905, -0.072, 1.072], [2.452, 1.322, 0.959], [-1.694, -0.755, -0.929], [-3.412, 1.241, 1.302], [-3.760, 0.975, -0.445], [-3.892, -0.399, 0.692], [-1.444, 1.097, -0.207], [0.523, -0.172, -1.793], [2.232, 0.007, -2.339], [2.937, -1.187, -0.470], [1.229, -1.686, -0.135], [0.840, 0.046, 1.337], [2.454, -0.786, 1.765], [1.451, 1.004, -0.978], [3.449, 1.325, 0.843], [-1.365, -0.233, 1.077], [-2.204, -1.642, -0.628]], "forces_ev_per_angstrom": [[-0.7998, -2.2439, 0.0575], [0.6118, 2.0912, 0.1972], [-2.4172, 0.7368, -2.2069], [0.3530, -2.1785, 1.6222], [1.6918, 1.8975, -0.8362], [-1.7934, -1.1395, 0.9042], [-1.4001, -1.9446, 0.3089], [0.1938, -0.0559, -0.1770], [-0.1038, 0.1662, 0.0906], [0.2564, 1.1092, -0.0793], [0.6114, -0.4638, 0.7360], [0.8771, -0.2019, -0.0069], [-0.3699, 0.1979, 0.9549], [0.0356, -0.3017, 0.3281], [0.6150, 0.2664, -0.5578], [0.2983, -0.2278, 0.3843], [-0.7202, 0.5750, -0.0911], [0.7501, 0.9227, -0.4230], [0.7985, -0.5029, -0.0537], [-0.2077, 0.3708, -0.6319], [0.7192, 0.9268, -0.5200]], "gap_ha": [0.16701, 0.12571], "mol_weight_da": 102.18, "energy_ha": -308.25623, "spin_multiplicity": 2, "homo_energy_ev": [-1.07, -1.01], "charge": -1, "e_above_lowest_ev": 2.906}

{"formula": "C16H26N2O3S", "method": "ωB97M-V with the def2-TZVPD basis set", "elements": ["C", "C", "C", "C", "C", "C", "C", "H", "C", "H", "H", "O", "C", "O", "C", "H", "H", "C", "C", "C", "N", "C", "S", "N", "C", "O", "H", "H", "C", "H", "H", "H", "H", "H", "H", "H", "H", "H", "H", "H", "H", "H", "H", "H", "H", "H", "H", "H"], "coordinates": [[-4.333, -1.488, 0.628], [-4.321, -0.403, -0.443], [-4.237, 1.013, 0.127], [-2.995, 1.290, 0.978], [-1.694, 1.066, 0.211], [-0.471, 1.674, 0.897], [-0.111, 1.024, 2.235], [-0.990, 0.973, 2.877], [0.455, -0.382, 2.084], [-0.215, -1.031, 1.513], [0.634, -0.841, 3.061], [1.699, -0.320, 1.378], [2.688, -1.112, 1.795], [2.630, -1.833, 2.754], [3.901, -0.974, 0.897], [4.738, -1.472, 1.384], [4.127, 0.085, 0.768], [3.631, -1.631, -0.468], [2.553, -0.925, -1.237], [2.725, 0.252, -1.887], [1.671, 0.833, -2.547], [0.419, 0.302, -2.604], [-0.790, 1.051, -3.424], [0.258, -0.873, -1.944], [1.237, -1.560, -1.229], [0.956, -2.598, -0.674], [-0.666, -1.292, -1.970], [1.803, 1.713, -3.028], [4.001, 1.024, -1.953], [4.132, 1.454, -2.945], [4.855, 0.395, -1.727], [3.977, 1.842, -1.232], [4.560, -1.654, -1.040], [3.302, -2.659, -0.301], [0.637, 1.640, 2.739], [0.392, 1.588, 0.233], [-0.655, 2.738, 1.065], [-1.791, 1.522, -0.777], [-1.534, -0.003, 0.068], [-3.020, 0.661, 1.869], [-3.037, 2.331, 1.310], [-4.255, 1.720, -0.706], [-5.124, 1.200, 0.738], [-5.239, -0.476, -1.030], [-3.488, -0.571, -1.128], [-3.387, -1.527, 1.162], [-4.504, -2.462, 0.175], [-5.127, -1.302, 1.348]], "forces_ev_per_angstrom": [[0.0101, 0.1066, -0.2453], [-0.0960, 0.0968, 0.1711], [0.1050, -0.1194, 0.0308], [-0.0259, -0.0821, -0.2687], [-0.0357, 0.3099, 0.2347], [-0.0823, -0.1660, 0.0744], [0.2845, -0.1410, -0.3832], [-0.0141, -0.0157, 0.1048], [-0.4306, -0.0151, 0.5938], [0.0742, -0.0126, 0.0382], [-0.0832, 0.0575, -0.2155], [-0.1609, 0.3936, -0.1982], [0.6053, -0.0895, 0.1223], [-0.0338, -0.1121, 0.0463], [-0.1338, -0.2404, 0.0562], [-0.0679, 0.0791, 0.0502], [0.0438, 0.0307, 0.0178], [-0.0048, 0.1768, 0.0663], [0.2015, 0.1262, -0.3115], [0.1025, -0.7049, 0.3114], [-0.1193, 0.0154, 0.0398], [-0.0378, 0.1530, -0.1056], [-0.4069, 0.1821, -0.2999], [0.0136, 0.0842, -0.0331], [0.1373, 0.2964, -0.2010], [-0.0509, -0.2090, 0.1815], [0.1409, 0.1058, -0.0255], [-0.1511, -0.1787, 0.0447], [-0.0577, -0.0395, 0.0537], [0.0511, 0.0184, -0.0585], [0.0497, -0.0120, 0.0066], [0.0207, 0.0693, 0.0410], [-0.0207, -0.0567, 0.0169], [0.1179, 0.0334, -0.0821], [-0.0306, -0.0282, 0.1181], [0.0634, 0.1117, -0.0403], [0.0410, 0.0534, -0.0756], [0.0102, -0.1209, -0.0498], [-0.0123, -0.1172, -0.1375], [-0.0152, 0.0360, 0.1358], [0.0262, 0.0168, 0.1057], [-0.0463, 0.0817, 0.0162], [-0.0799, 0.0448, -0.0409], [0.0592, -0.0175, -0.0860], [0.0086, -0.0104, -0.1190], [0.1026, -0.0486, 0.1224], [0.0033, -0.1198, 0.0448], [-0.0750, -0.0222, 0.1319]], "gap_ha": 0.32925, "mol_weight_da": 326.46, "energy_ha": -1358.76674, "smiles": "CCCCCCCCOC(=O)CCc1c(C)[nH]c(=S)[nH]c1=O", "homo_energy_ev": -8.59, "charge": 0, "e_above_lowest_ev": 0.128}

{"formula": "C5H7NO", "method": "ωB97M-V with the def2-TZVPD basis set", "elements": ["O", "C", "C", "C", "C", "C", "N", "H", "H", "H", "H", "H", "H", "H"], "coordinates": [[1.842, 1.787, 1.455], [-0.622, 0.559, -2.749], [-0.592, 0.146, -1.510], [-0.482, -0.250, -0.285], [-0.886, -0.391, 1.089], [-0.265, -1.708, 1.288], [0.538, -0.653, 0.637], [1.639, 2.297, 0.663], [-0.355, 1.581, -3.006], [-0.885, -0.102, -3.571], [-1.124, 0.376, 1.816], [-0.585, -2.555, 0.685], [0.106, -1.950, 2.281], [1.673, 0.862, 1.206]], "forces_ev_per_angstrom": [[0.0056, 0.0510, -0.0646], [0.0443, -0.0333, 0.0736], [0.0681, -0.0637, 0.0920], [-0.0874, 0.1892, -0.4399], [-0.2207, 0.2177, 0.1550], [0.0231, -0.3186, 0.1329], [0.3311, -0.0899, -0.0365], [0.0536, -0.0950, 0.1047], [-0.0735, -0.0934, 0.0672], [-0.0297, 0.0318, 0.1357], [0.0204, -0.1077, -0.1186], [0.0178, 0.1341, 0.0176], [-0.1055, 0.0380, -0.1094], [-0.0472, 0.1398, -0.0097]], "gap_ha": 0.38003, "mol_weight_da": 97.12, "energy_ha": -324.55249, "smiles": "C=C=C1[C@H]2CN12.O", "homo_energy_ev": -9.41, "charge": 0, "e_above_lowest_ev": 4.680}